The following is a DFT calculation (wB97M-V/def2-TZVPD) of C49H55BF2KN6P2Si as an isolated structure.

Structure (XYZ):
```
117
C49H55BF2KN6P2Si wB97M-V/def2-TZVPD
K 1.806 0.464 0.773
N 1.709 0.278 -4.626
C 1.030 -0.091 -3.420
N 1.908 -0.514 -2.296
C 3.151 -0.967 -2.573
N 4.053 -1.346 -1.714
N 3.784 -1.103 -0.394
C 4.276 -1.971 0.400
C 4.243 -1.835 1.868
C 4.876 -2.811 2.636
C 4.884 -2.685 4.013
C 4.259 -1.590 4.585
C 3.644 -0.674 3.744
N 3.630 -0.784 2.421
C 3.562 -1.099 -4.000
C 4.714 -1.792 -4.362
C 5.215 -1.730 -5.650
C 4.567 -0.932 -6.590
C 3.413 -0.250 -6.260
C 2.877 -0.351 -4.970
H 1.475 1.145 -5.073
H 0.246 -0.832 -3.595
H 4.804 -2.838 -0.003
H 5.354 -3.650 2.147
H 5.369 -3.431 4.630
H 4.236 -1.444 5.656
H 3.127 0.187 4.152
H 5.225 -2.355 -3.593
H 6.110 -2.276 -5.916
H 4.961 -0.852 -7.597
H 2.896 0.351 -6.999
F 1.815 1.997 -2.155
B 1.093 0.821 -2.152
F 0.079 0.851 -1.194
C 0.793 3.192 4.702
Si 1.360 3.118 2.846
C 0.067 4.340 2.014
C -1.176 3.488 1.713
C -0.378 5.515 2.888
C 0.583 4.882 0.679
C 3.116 3.995 2.947
C 3.838 3.908 1.597
C 3.960 3.209 3.955
C 3.087 5.457 3.395
H 0.932 4.168 5.182
H 1.319 2.449 5.310
H -0.273 2.947 4.773
H -1.577 3.021 2.618
H -0.948 2.689 1.002
H -1.972 4.109 1.278
H -0.835 5.172 3.818
H -1.127 6.122 2.358
H 0.451 6.174 3.150
H 0.928 4.078 0.021
H 1.411 5.582 0.816
H -0.215 5.421 0.150
H 3.961 2.866 1.286
H 4.842 4.349 1.667
H 3.303 4.427 0.801
H 4.046 2.160 3.660
H 3.540 3.250 4.963
H 4.979 3.620 4.001
H 2.600 6.098 2.657
H 4.110 5.838 3.530
H 2.562 5.581 4.346
N 0.533 -0.160 3.416
C 0.213 -1.253 3.157
H 0.678 0.875 3.244
C -2.037 -1.259 -1.428
P -1.316 -1.613 0.240
C -2.737 -1.511 1.385
C -3.020 -2.463 2.359
C -4.019 -2.237 3.298
C -4.733 -1.049 3.290
C -4.433 -0.076 2.345
C -3.440 -0.304 1.409
C -0.907 -3.391 0.085
C -1.803 -4.459 0.109
C -1.360 -5.758 -0.089
C -0.015 -6.008 -0.331
C 0.886 -4.955 -0.371
C 0.442 -3.657 -0.155
P -3.369 -2.313 -2.136
C -4.872 -1.619 -1.335
C -5.618 -2.451 -0.506
C -6.752 -1.978 0.141
C -7.155 -0.665 -0.045
C -6.423 0.173 -0.877
C -5.291 -0.303 -1.519
C -3.557 -1.542 -3.798
C -2.746 -0.529 -4.300
C -2.943 -0.035 -5.586
C -3.958 -0.538 -6.382
C -4.780 -1.545 -5.888
C -4.574 -2.045 -4.614
H -1.163 -1.374 -2.076
H -2.287 -0.196 -1.454
H -2.444 -3.378 2.406
H -4.225 -2.990 4.049
H -5.509 -0.874 4.025
H -4.969 0.865 2.339
H -3.201 0.474 0.692
H -2.857 -4.275 0.274
H -2.068 -6.577 -0.068
H 0.327 -7.023 -0.492
H 1.935 -5.138 -0.567
H 1.149 -2.834 -0.186
H -5.299 -3.477 -0.357
H -7.312 -2.633 0.796
H -8.037 -0.291 0.460
H -6.735 1.200 -1.025
H -4.726 0.355 -2.172
H -1.956 -0.102 -3.696
H -2.296 0.750 -5.959
H -4.110 -0.151 -7.382
H -5.577 -1.946 -6.502
H -5.213 -2.837 -4.238
```

Multiplicity: 1
Frontier orbital gap: 0.213 Eh
Total charge: -1
HOMO: -3.67 eV

The following is a DFT calculation (wB97M-V/def2-TZVPD) of an isolated molecule of C3H6O at a distorted geometry.

Structure (XYZ):
```
10
C3H6O wB97M-V/def2-TZVPD
C -1.253 0.241 0.271
C 0.053 -0.363 0.037
C 1.409 0.164 -0.076
O 0.993 -0.624 1.053
H -2.098 -0.432 0.181
H -1.167 0.268 -1.029
H -1.381 0.834 1.222
H -0.317 -0.828 -1.037
H 2.068 -0.391 -0.754
H 1.681 1.200 0.100
```

Multiplicity: 1
Frontier orbital gap: 0.396 Eh
Structure (SMILES): C[C@H]1CO1
Total charge: 0
HOMO: -9.72 eV

The following is a DFT calculation (wB97M-V/def2-TZVPD) of a 4-piece molecular cluster, C7H14 overall.

Structure (XYZ):
```
21
C7H14 wB97M-V/def2-TZVPD
C 1.243 1.628 0.558
C 0.475 1.695 -0.572
C 1.042 1.494 -1.956
C -0.902 -0.308 -0.692
C -0.796 -1.045 0.444
C -1.645 -1.794 1.398
C -0.351 -2.397 0.853
H 0.660 0.411 1.427
H 2.275 1.283 0.485
H 1.030 2.263 1.415
H -0.429 2.298 -0.521
H 1.476 2.434 -2.326
H 1.839 0.742 -1.961
H 0.278 1.191 -2.679
H -1.797 0.279 -0.886
H -0.289 -0.551 -1.552
H 0.090 -0.205 1.418
H -1.670 -1.517 2.448
H -2.583 -2.200 1.022
H -0.426 -3.209 0.132
H 0.481 -2.493 1.546
```

Multiplicity: 1
Frontier orbital gap: 0.361 Eh
Total charge: 0
HOMO: -8.66 eV

The following is a DFT calculation (wB97M-V/def2-TZVPD) of C4H16FeN8O8P as an isolated structure at a distorted geometry.

Structure (XYZ):
```
38
C4H16FeN8O8P wB97M-V/def2-TZVPD
Fe -0.885 0.293 -0.371
P -0.534 0.429 -2.691
O 0.201 1.439 -1.719
O -1.968 0.609 -2.055
O -0.113 -0.925 -1.954
O -0.312 0.434 -4.144
C -2.364 -2.260 -0.048
O -1.928 -1.272 0.545
N -3.355 -3.038 0.507
N -1.918 -2.586 -1.280
H -3.861 -3.749 0.019
H -3.433 -2.972 1.504
H -1.276 -1.931 -1.768
H -2.490 -3.233 -1.793
C -1.914 1.709 2.277
O -1.612 1.545 1.121
N -3.106 2.269 2.666
N -1.086 1.307 3.307
H -3.480 2.037 3.569
H -3.796 2.374 1.941
H -1.197 1.804 4.177
H -0.127 1.148 3.037
C 3.548 1.943 -1.439
O 4.697 2.376 -1.455
N 2.482 2.591 -0.882
N 3.153 0.781 -2.077
H 2.669 3.268 -0.168
H 1.546 2.160 -0.975
H 3.612 0.533 -2.933
H 2.146 0.632 -2.062
C 1.683 -0.989 0.728
O 0.757 -0.187 0.896
N 2.638 -1.167 1.704
N 1.818 -1.684 -0.411
H 2.363 -0.756 2.576
H 3.573 -1.480 1.543
H 2.688 -2.090 -0.705
H 1.182 -1.361 -1.185
```

Multiplicity: 5
Frontier orbital gap (spin up / spin down): 0.229 / 0.219 Eh
Total charge: -1
HOMO (spin up / spin down): -3.85 / -3.57 eV